Entry from the Open Molecules 2025 dataset: a molecular structure, C4H5O3Pt at a distorted geometry (wB97M-V/def2-TZVPD).

XYZ file:
```
13
Properties=species:S:1:pos:R:3:forces:R:3:lowdin_charge:R:1
O -3.0356 1.7634 -0.6676 -2.5 3.5 1.3 -0.21
C -3.4808 2.7963 -0.5177 -0.2 0.7 0.1 0.20
Pt -2.2768 0.0885 -1.1190 -8.4 -3.2 1.5 1.38
O -0.6413 0.7189 -1.8656 4.4 1.8 -2.4 -0.04
C -0.6582 -0.4603 -1.4419 8.3 -2.9 1.2 -0.63
O 0.2831 -1.0560 -0.7421 -2.3 -0.5 -1.5 -0.01
C 1.3473 -0.4148 -0.0082 1.4 0.8 0.2 -0.19
C 1.2238 -0.7599 1.4602 -0.2 -0.3 0.1 -0.05
H 2.2759 -0.8132 -0.4327 -0.3 0.1 0.1 0.14
H 1.3509 0.6694 -0.1649 -0.3 -0.2 -0.2 0.13
H 1.2748 -1.8464 1.6114 0.0 0.3 0.0 0.09
H 2.0565 -0.2986 2.0090 -0.2 -0.1 -0.2 0.10
H 0.2803 -0.3873 1.8794 0.2 -0.1 -0.1 0.08
```
Forces are in eV/Å.

## Properties
Net charge: +1
Expectation value of S²: 2.012
Multiplicity: 3

***

Entry from the Open Molecules 2025 dataset: a single C4H8N2O molecule at a distorted geometry (wB97M-V/def2-TZVPD).

XYZ file:
```
15
Properties=species:S:1:pos:R:3:forces:R:3:lowdin_charge:R:1
C 1.8687 0.6565 0.4018 0.2 0.0 0.0 -0.10
N 0.4216 0.5546 0.5897 0.0 0.1 -0.1 -0.10
C -0.2488 -0.3822 -0.2976 0.0 -0.1 0.1 -0.35
C -0.1283 -0.0302 -1.7322 0.0 0.3 -1.0 -0.17
N -0.0212 0.2853 -2.8406 -0.1 -0.3 1.1 0.15
C -1.7170 -0.4691 0.1426 -0.1 0.1 -0.4 -0.24
O -1.7801 -0.8606 1.4850 0.1 0.1 0.2 -0.05
H 2.1510 1.3809 -0.3727 0.0 -0.1 0.1 0.08
H 2.3461 0.9411 1.3432 -0.1 0.0 -0.1 0.08
H 2.2652 -0.3180 0.1026 0.0 0.1 0.1 0.09
H -0.0052 1.4720 0.4813 0.1 -0.1 0.0 0.12
H 0.2117 -1.3667 -0.1507 -0.1 0.1 -0.1 0.16
H -2.2571 -1.2074 -0.4562 0.1 0.1 0.1 0.13
H -2.1889 0.5141 -0.0269 0.0 -0.1 0.0 0.13
H -1.0910 -0.3446 1.9349 -0.1 -0.1 0.0 0.08
```
Forces are in eV/Å.

## Properties
Multiplicity: 1
Structure (SMILES): CN[C@H](C#N)CO

***

Entry from the Open Molecules 2025 dataset: a molecular structure, C19H34O5Rb (wB97M-V/def2-TZVPD).

XYZ file:
```
59
Properties=species:S:1:pos:R:3:forces:R:3:lowdin_charge:R:1
Rb -1.2137 -1.0917 -0.9559 0.0 -0.9 -0.1 0.93
C 2.9528 0.2654 -1.6104 0.0 0.1 0.1 -0.20
C 2.6968 -1.0908 -2.2476 -0.1 0.0 0.0 -0.18
O 1.9276 -1.9810 -1.4672 -0.1 0.0 -0.1 -0.16
C 2.5947 -2.7079 -0.4594 -0.1 0.1 0.0 -0.17
C 2.7222 -1.9691 0.8543 0.0 0.1 0.0 -0.20
O 1.4446 -1.6619 1.3585 0.0 0.1 -0.1 -0.13
C 1.4317 -0.4832 2.1486 0.1 -0.1 -0.1 -0.18
C 0.0161 -0.2148 2.5942 -0.1 0.0 0.0 -0.18
O -0.8082 0.2510 1.5480 0.0 0.2 -0.1 -0.22
C -0.6644 1.6559 1.3033 0.0 -0.1 -0.1 -0.18
C -1.4329 2.0589 0.0659 0.2 0.2 0.1 -0.16
O -0.9280 1.4960 -1.1505 0.0 0.6 0.2 -0.32
C 0.0393 2.2744 -1.8322 0.0 0.0 -0.1 -0.17
C 1.4430 2.1356 -1.2746 0.0 0.0 0.1 -0.16
O 1.7542 0.7547 -1.0704 -0.2 0.0 -0.2 -0.14
H 3.3440 0.9288 -2.3906 0.0 0.0 0.0 0.13
H 3.7204 0.1985 -0.8303 0.0 0.0 0.0 0.12
H 3.6567 -1.5457 -2.5238 0.0 0.0 0.0 0.13
H 2.1096 -0.9337 -3.1536 0.0 0.0 0.0 0.13
H 3.5971 -3.0039 -0.7936 0.0 -0.1 0.0 0.13
H 1.9972 -3.6062 -0.2983 0.0 0.0 0.0 0.14
H 3.3120 -1.0557 0.7250 0.0 0.0 0.0 0.11
H 3.2635 -2.6174 1.5563 0.1 0.0 0.1 0.13
H 1.8101 0.3563 1.5541 0.0 0.0 0.0 0.12
H 2.0743 -0.6051 3.0304 0.0 0.0 0.0 0.13
H 0.0258 0.4999 3.4254 0.0 0.0 0.0 0.13
H -0.4190 -1.1521 2.9459 0.0 0.0 0.0 0.13
H 0.3855 1.9335 1.2005 0.0 0.0 0.1 0.11
H -1.0714 2.2248 2.1434 0.0 0.0 0.1 0.13
H -1.4286 3.1559 0.0216 0.0 -0.1 0.0 0.10
H -2.4620 1.7058 0.1643 -0.1 0.0 -0.1 0.13
H -0.2243 3.3350 -1.8042 0.0 0.0 0.0 0.11
H 0.0240 1.9149 -2.8654 0.0 0.0 0.0 0.13
H 1.5321 2.6868 -0.3366 0.0 0.0 0.0 0.10
H 2.1356 2.5889 -1.9918 0.0 0.0 0.0 0.13
C -1.3694 5.3847 0.7191 0.2 0.2 0.0 -0.23
C -0.4623 5.0352 1.7410 0.1 -0.1 -0.3 -0.22
C 0.8337 4.9917 1.1785 -0.2 0.0 -0.1 -0.21
C 0.7269 5.3369 -0.1888 -0.2 0.0 0.2 -0.23
C -0.6338 5.5884 -0.4698 0.1 -0.1 0.2 -0.23
H -2.4421 5.4850 0.8247 0.0 0.1 0.0 0.07
H -0.7164 4.8269 2.7731 0.0 0.0 0.0 0.06
H 1.7501 4.7587 1.7069 0.0 0.0 0.0 0.06
H 1.5477 5.4244 -0.8914 0.0 0.0 0.0 0.06
H -1.0437 5.8834 -1.4279 0.0 0.0 0.0 0.06
C -3.5435 -5.7749 -0.3843 0.1 -0.1 0.0 -0.13
C -2.6523 -4.5264 -0.5280 -0.2 0.1 -0.1 -0.61
C -2.4348 -3.9314 0.8679 0.0 -0.2 -0.2 -0.14
C -3.1990 -3.4710 -1.5083 0.1 -0.2 0.2 -0.29
H -3.1005 -6.5478 0.2659 -0.1 0.1 0.0 0.05
H -3.7283 -6.2196 -1.3657 0.0 0.0 0.0 0.06
H -4.5131 -5.4863 0.0383 0.0 0.0 0.0 0.06
H -1.6763 -4.8801 -0.8944 0.0 0.0 0.0 0.10
H -3.3629 -3.4623 1.2086 0.0 0.0 0.0 0.07
H -1.6545 -3.1682 0.8386 0.0 0.0 0.2 0.01
H -2.1372 -4.6937 1.5992 0.0 0.1 0.0 0.06
H -3.3010 -3.9721 -2.4859 0.1 0.1 -0.1 -0.05
H -4.2457 -3.2825 -1.2005 0.0 0.1 0.0 -0.04
```
Forces are in eV/Å.

## Properties
Net charge: -1
Multiplicity: 1

***

Entry from the Open Molecules 2025 dataset: a molecular structure, C16H24BF2GaO4PS at a distorted geometry (wB97M-V/def2-TZVPD).

XYZ file:
```
50
Properties=species:S:1:pos:R:3:forces:R:3:lowdin_charge:R:1
C 0.9577 0.8324 1.0609 0.8 1.2 0.8 -0.42
P -0.2259 -0.0279 -0.1678 -0.1 1.0 -0.9 0.66
C 0.6847 -0.7246 -1.6947 1.8 0.2 -0.4 -0.43
Ga -1.6246 -1.5921 0.8596 -0.2 -0.3 0.9 0.17
C -3.5549 -0.8178 1.1140 -1.4 1.0 0.0 -0.24
B -4.2283 -0.2888 -0.3213 -0.1 0.3 0.8 -0.54
O -4.1233 -1.0687 -1.5846 -2.7 1.4 2.1 0.00
O -4.9965 1.0055 -0.2775 0.0 -3.0 0.7 -0.02
C -1.7901 -3.4044 -0.1198 -0.9 -0.7 -0.3 -0.38
S -1.0118 -4.8005 0.9014 3.4 -2.5 -4.9 0.68
O 0.5316 -4.6909 0.6439 -4.7 0.0 1.4 -0.50
O -1.5610 -6.1631 0.4051 0.9 3.8 2.3 -0.50
H 2.0614 0.9843 0.6357 -2.3 -0.5 0.9 0.05
H 0.5380 1.9364 1.2277 0.9 -2.3 -0.4 0.03
H 1.0071 0.3248 2.1184 -0.3 1.0 -2.4 0.02
H -0.0420 -0.6824 -2.6133 1.4 -0.4 1.8 0.03
H 1.1949 -1.7749 -1.5300 -1.2 1.9 -0.6 0.03
H 1.5828 0.0242 -1.9359 -1.9 -1.5 0.4 0.04
H -1.0164 -1.8907 2.3335 -0.1 -0.1 0.0 -0.07
H -3.4795 0.0905 1.8796 -0.2 -1.8 -1.6 0.05
H -4.2891 -1.5956 1.6253 1.5 1.2 -1.1 0.05
H -5.0931 -1.1779 -1.8829 2.3 0.5 0.3 0.11
H -5.5114 0.9591 0.5868 1.4 0.3 -1.5 0.09
H -1.2233 -3.3660 -1.1430 -0.9 -0.7 2.1 0.06
H -2.9356 -3.6308 -0.2936 2.4 0.1 0.4 0.06
H -1.1787 -4.6343 2.2955 -0.3 0.1 -1.3 0.07
F 0.5858 3.2032 -1.6755 0.1 0.1 0.0 0.05
C -0.6036 3.7523 -1.9556 -0.8 0.3 -0.2 -0.29
C -1.5978 2.9722 -2.5357 0.0 -0.1 -0.1 -0.01
C -2.8380 3.5422 -2.8228 0.3 0.4 0.2 -0.08
C -3.0668 4.8902 -2.5362 0.0 0.0 0.0 -0.11
C -2.0608 5.6663 -1.9585 -0.1 -0.4 -0.1 -0.10
C -0.8246 5.0932 -1.6614 0.1 0.0 0.0 -0.03
H -1.3991 1.9290 -2.7589 0.0 0.1 0.2 0.10
H -3.6245 2.9388 -3.2693 0.2 0.1 0.1 0.11
H -4.0328 5.3355 -2.7644 0.2 -0.1 0.1 0.09
H -2.2398 6.7163 -1.7401 0.1 -0.2 0.0 0.10
H -0.0345 5.6795 -1.2041 0.0 -0.1 0.0 0.11
F 2.7659 -0.2581 2.8018 0.6 -0.3 0.4 0.03
C 3.9184 -0.7727 2.3527 0.7 -0.4 -0.3 -0.28
C 3.9458 -1.4177 1.1211 -0.1 0.0 -0.1 0.00
C 5.1466 -1.9491 0.6508 0.1 0.2 0.5 -0.08
C 6.3055 -1.8389 1.4231 0.0 0.0 0.0 -0.11
C 6.2667 -1.1940 2.6603 -0.3 -0.1 -0.3 -0.10
C 5.0683 -0.6530 3.1252 0.0 0.0 0.0 -0.02
H 3.0339 -1.5011 0.5389 0.0 0.0 0.1 0.11
H 5.1802 -2.4485 -0.3143 -0.1 0.1 0.2 0.11
H 7.2409 -2.2574 1.0579 -0.2 0.1 0.1 0.09
H 7.1691 -1.1131 3.2615 -0.2 0.0 -0.1 0.10
H 5.0221 -0.1407 4.0804 -0.1 -0.1 -0.1 0.11
```
Forces are in eV/Å.

## Properties
Net charge: -1
Multiplicity: 1

***

Entry from the Open Molecules 2025 dataset: a molecular structure, C5H10O (wB97M-V/def2-TZVPD).

XYZ file:
```
16
Properties=species:S:1:pos:R:3:forces:R:3:lowdin_charge:R:1
O 2.5681 0.2519 0.1735 0.0 0.3 0.0 -0.06
C 1.4545 -0.5675 0.4670 -0.3 -0.3 0.1 -0.25
C 0.2404 -0.2083 -0.3759 0.0 0.1 -0.1 -0.37
C -1.0073 -1.0662 -0.1646 0.1 -0.1 0.1 -0.07
C -1.7906 0.9284 -0.6326 0.1 0.0 0.2 0.04
C -0.3804 1.1703 -0.0972 0.1 0.1 0.0 -0.28
H 2.3084 1.1696 0.3287 0.1 -0.1 0.0 0.08
H 1.7788 -1.5933 0.2575 -0.1 0.1 0.0 0.13
H 1.1940 -0.5196 1.5389 0.0 0.0 -0.2 0.12
H 0.5234 -0.2619 -1.4335 -0.1 0.0 0.1 0.15
H -1.3035 -1.1642 0.8823 0.0 0.1 -0.2 0.10
H -1.0296 -2.0420 -0.6586 0.0 0.1 0.1 0.10
H -1.8110 -0.4810 -0.8218 -0.1 -0.1 0.0 0.04
H -2.5206 1.0035 0.1953 0.1 -0.1 -0.2 0.03
H -0.3209 1.3858 0.9829 0.0 0.0 -0.1 0.11
H 0.0963 1.9944 -0.6418 0.0 -0.1 0.1 0.11
```
Forces are in eV/Å.

## Properties
Multiplicity: 1

***

Entry from the Open Molecules 2025 dataset: a molecular structure, C29H32Cl2F5N7O5Sc at a distorted geometry (wB97M-V/def2-TZVPD).

XYZ file:
```
81
Properties=species:S:1:pos:R:3:forces:R:3:lowdin_charge:R:1
Sc -1.8431 0.3837 0.5056 0.6 0.0 -0.1 1.12
N 1.2729 4.2810 0.1118 -0.1 0.4 0.5 0.22
C 0.6572 3.4259 1.1815 -0.1 -0.1 0.0 -0.31
C 1.7178 2.5382 1.8076 0.0 0.0 0.0 -0.09
C 1.0336 1.5348 2.7311 -0.1 0.0 0.1 -0.34
N 0.2276 0.5723 1.9531 0.0 -0.2 -0.2 0.04
C 0.1758 2.2657 3.7617 0.0 0.0 0.0 -0.09
C -0.8224 3.2511 3.1535 0.0 0.0 0.1 -0.34
N -1.8774 2.5220 2.4326 -0.2 -0.1 0.0 0.07
C -0.1095 4.2248 2.2131 0.1 0.1 0.0 -0.09
H 1.5606 3.6115 -0.6182 0.2 -0.2 -0.6 0.05
H 2.0742 4.8173 0.4451 0.0 0.0 0.0 0.17
H 0.5921 4.9343 -0.2783 0.0 0.0 0.0 0.17
H -0.0455 2.7955 0.6429 0.1 0.1 0.0 0.10
H 2.4128 3.1374 2.4056 0.0 0.0 0.0 0.14
H 2.2993 2.0156 1.0421 -0.1 0.0 0.0 0.12
H 1.8114 0.9858 3.2682 0.1 0.0 0.0 0.14
H -0.2316 -0.0546 2.6138 0.0 0.0 0.0 0.09
H 0.8454 -0.0366 1.4199 0.1 0.1 0.0 0.04
H 0.8405 2.8164 4.4317 0.0 0.0 0.0 0.13
H -0.3537 1.5380 4.3832 0.0 0.0 0.0 0.13
H -1.2512 3.8425 3.9671 0.0 0.0 0.1 0.15
H -2.6410 3.1582 2.2174 0.0 0.0 0.0 0.09
H -2.2761 1.8248 3.0581 0.0 0.0 -0.1 0.09
H 0.5716 4.8430 2.8081 0.0 0.0 0.0 0.14
H -0.8360 4.8906 1.7389 0.0 0.0 0.0 0.12
N -3.9471 -1.1007 0.2490 0.0 0.1 0.1 0.02
N -3.9633 -1.8441 1.4448 -0.2 -0.1 0.0 0.02
C -3.2972 -1.2871 2.5308 0.2 0.3 -0.1 -0.64
O -3.4957 -1.6478 3.6584 0.0 -0.1 0.1 0.11
O -2.4310 -0.3520 2.1553 -0.4 -0.5 1.3 -0.17
H -4.8056 -0.5620 0.1460 0.1 0.0 0.0 0.11
H -3.8690 -1.7315 -0.5421 0.0 0.1 0.0 0.11
H -4.8077 -2.3468 1.6847 0.0 0.1 0.0 0.15
Cl 2.2422 -5.9538 -1.4575 0.0 -0.2 0.1 0.78
C 3.0606 -5.2117 -0.1231 0.1 -0.3 -0.1 -0.57
C 4.0421 -5.9347 0.5338 0.0 0.0 0.0 -0.09
C 4.6734 -5.3980 1.6434 -0.1 0.0 -0.1 -0.07
C 4.3262 -4.1298 2.0824 0.0 0.0 0.0 -0.10
C 3.3746 -3.4102 1.3846 0.0 0.1 0.1 -0.56
Cl 2.9961 -1.7941 1.9393 0.0 -0.1 -0.1 0.71
C 2.7113 -3.9215 0.2650 0.0 0.3 0.1 -0.31
N 1.7371 -3.1873 -0.4018 -0.2 0.0 0.1 0.07
C 1.7008 -3.0328 -1.7898 0.1 0.0 0.2 -0.27
C 2.8811 -3.0883 -2.5318 0.1 0.1 -0.1 -0.06
C 2.8593 -2.9994 -3.9130 -0.1 0.0 0.0 -0.08
C 1.6508 -2.8372 -4.5815 0.0 -0.1 0.1 -0.09
C 0.4814 -2.7662 -3.8408 0.0 0.0 0.0 -0.06
C 0.4857 -2.8565 -2.4507 -0.2 0.0 -0.3 -0.18
C -0.8295 -2.8058 -1.7095 0.1 0.0 -0.1 -0.02
C -1.0140 -1.4994 -0.9914 0.0 0.2 -0.1 -0.58
O -1.8172 -0.6315 -1.4325 0.0 -0.2 -0.1 -0.06
O -0.3910 -1.2397 0.0905 -0.3 -0.1 0.0 -0.08
H 4.2856 -6.9260 0.1783 0.0 0.0 0.0 0.11
H 5.4302 -5.9663 2.1654 0.0 0.0 0.0 0.11
H 4.7996 -3.6863 2.9469 0.0 0.0 0.0 0.11
H 1.1036 -2.6298 0.1541 0.0 0.0 -0.1 0.09
H 3.8194 -3.2263 -2.0073 0.0 0.0 0.0 0.12
H 3.7867 -3.0625 -4.4674 0.0 0.0 0.0 0.11
H 1.6177 -2.7849 -5.6613 0.0 0.0 0.0 0.11
H -0.4694 -2.6558 -4.3506 0.0 0.0 0.0 0.12
H -0.9028 -3.6187 -0.9811 0.1 0.0 0.0 0.14
H -1.6409 -2.8945 -2.4283 0.0 -0.1 0.0 0.13
F -5.4940 4.1612 -1.4949 0.0 -0.1 0.0 0.13
C -4.4303 3.3982 -1.1946 -0.3 0.1 0.0 -0.25
C -4.0744 3.0113 0.1490 0.2 0.0 0.0 0.00
F -3.8349 1.7011 0.6050 -0.3 0.1 -0.2 -0.04
C -3.0683 3.8142 -0.4766 0.0 0.2 0.2 -0.26
F -2.6227 5.0104 -0.0065 0.0 0.0 0.0 0.09
C -2.1345 2.9188 -1.2456 0.0 -0.2 0.0 -0.23
O -1.4540 2.0351 -0.6616 0.1 0.3 -0.5 -0.10
C -2.5750 2.9810 -2.6439 0.2 0.1 -0.1 -0.06
F -2.6505 4.2594 -3.1126 0.0 -0.1 0.1 0.07
C -3.8223 2.4906 -2.1938 0.0 -0.2 0.0 -0.09
F -4.1029 1.1937 -2.1728 0.0 0.2 0.0 0.15
C 1.2974 0.2891 -3.4210 0.1 0.2 0.2 -0.02
C 1.4656 1.3668 -2.4502 -0.2 -0.2 -0.2 -0.16
N 1.5603 2.2135 -1.6848 0.2 0.0 0.0 0.18
H 1.6565 0.6146 -4.3952 0.0 0.0 0.0 0.10
H 0.2411 0.0346 -3.4881 0.0 0.1 0.0 0.09
H 1.8538 -0.5915 -3.1006 0.0 0.1 0.0 0.07
```
Forces are in eV/Å.

## Properties
Net charge: +1
Multiplicity: 1

***

| no. | DFT total energy (eV) |
| --- | --- |
| 1 | -13603.5536 |
| 2 | -9304.6171 |
| 3 | -31143.8637 |
| 4 | -103782.0984 |
| 5 | -7390.0624 |
| 6 | -110588.0260 |